Record 1
Molecular formula: CH16O6
Method: DFT, ωB97M-V/def2-TZVPD

CARTESIAN COORDINATES (ANGSTROEM)
1 H 2.247 0.626 0.325
2 H -0.085 1.907 0.166
3 H 0.025 0.955 -1.396
4 O -2.641 0.202 -0.284
5 H -0.875 -1.576 -2.719
6 H 1.467 -0.459 2.650
7 H -2.079 -0.366 -0.846
8 H -0.203 -1.482 -1.341
9 H -1.927 0.361 1.291
10 H 0.166 0.100 1.922
11 H 0.957 2.443 -1.190
12 H 3.480 1.344 -0.150
13 O 2.926 0.599 -0.382
14 C 0.015 1.967 -0.942
15 H -3.488 0.259 -0.695
16 O -1.492 0.376 2.175
17 O 1.127 -0.193 1.747
18 H 1.908 -1.163 -0.921
19 H 1.070 -1.239 0.279
20 H -0.787 2.611 -1.326
21 O -1.083 -1.338 -1.832
22 O 1.188 -1.668 -0.570
23 H -2.159 0.051 2.775

Force components x, y, z for each atom (eV/Å):
H 0.2777 -0.1841 -0.2674
H 0.0725 -0.0306 -0.7999
H -0.2976 0.7291 0.2970
O 0.8000 0.0664 0.6935
H -0.0398 -0.1718 -1.0593
H -0.5428 0.4264 -1.6788
H -0.1307 -0.0316 -0.3576
H -0.8785 0.0989 -0.4670
H -0.0710 0.0499 0.0793
H 1.1857 -0.5137 -0.0642
H 0.2155 0.0655 0.0706
H 0.3553 0.1703 -0.1799
O -0.5191 0.0277 0.5447
C -0.0598 -0.1603 0.3864
H -0.7972 0.0198 -0.3902
O 0.0823 0.2366 -0.4552
O -0.7327 0.1449 1.8667
H 0.9006 0.4434 -0.6583
H -0.1741 0.0593 0.9954
H 0.0551 -0.4779 0.0327
O 0.8188 -0.0846 1.3429
O -0.4367 -0.7184 -0.2230
H -0.0835 -0.1650 0.2916

energy relative to the best compared isomer or geometry (same formula, charge and spin) = 0.000 eV
SMILES string = C.O.O.O.O.O.O
DFT total energy = -13582.6153 eV
gap between HOMO and LUMO = 11.7 eV
E_HOMO = -11.1119 eV

Record 2
Molecular formula: H12KO6
Method: DFT, ωB97M-V/def2-TZVPD

CARTESIAN COORDINATES (ANGSTROEM)
1 H -8.687 6.724 -14.571
2 H -9.283 11.255 -15.489
3 H -7.647 9.072 -13.735
4 H -9.849 10.152 -12.605
5 H -12.038 11.142 -14.146
6 O -9.536 9.251 -12.525
7 O -11.478 10.367 -14.182
8 H -11.745 7.303 -15.208
9 O -9.177 10.315 -15.637
10 O -9.628 6.897 -14.572
11 O -11.278 7.946 -15.741
12 H -12.077 9.632 -14.055
13 H -7.746 8.614 -15.175
14 H -11.756 7.964 -16.570
15 K -10.032 8.892 -14.516
16 H -10.123 8.849 -11.885
17 O -7.990 8.366 -14.283
18 H -10.002 6.198 -14.036
19 H -8.352 10.239 -16.115

Force components x, y, z for each atom (eV/Å):
H 0.2208 -0.3296 0.2837
H -0.0643 0.5316 -0.2036
H 0.4040 0.0803 0.3983
H -0.1887 0.4685 0.3503
H -0.4030 0.3883 0.0747
O 0.9463 0.6793 4.4658
O -2.4740 3.0551 0.7388
H -0.1911 -0.5828 -0.1761
O 2.5152 3.9098 -3.0963
O 0.5063 -6.3618 0.4347
O -4.7751 -1.9077 -4.1883
H -0.5868 -0.0378 -0.0539
H 0.6270 -0.1711 -0.1963
H -0.4012 -0.1093 -0.4514
K -1.3575 0.7443 1.4024
H 0.0584 -0.0462 0.6571
O 4.9051 -0.0416 0.1232
H -0.0342 -0.7096 -0.0090
H 0.2928 0.4402 -0.5541

energy relative to the best compared isomer or geometry (same formula, charge and spin) = 8.372 eV
net charge = +1
DFT total energy = -28793.1225 eV
gap between HOMO and LUMO = 11.2 eV
E_HOMO = -14.6603 eV

Record 3
Molecular formula: C3H6NO2
Method: DFT, ωB97M-V/def2-TZVPD

CARTESIAN COORDINATES (ANGSTROEM)
1 H -0.080 -0.855 -1.702
2 N -0.112 -0.201 -0.944
3 C 1.270 0.542 -0.967
4 H 0.975 1.564 -1.285
5 O 2.110 -0.040 -1.774
6 H -2.077 -0.219 -0.205
7 C -1.070 -0.590 0.052
8 O -1.531 0.138 2.308
9 H 1.605 0.564 0.102
10 C -0.766 0.048 1.380
11 H 0.268 0.431 1.437
12 H -1.078 -1.674 0.218

Force components x, y, z for each atom (eV/Å):
H 0.2659 -0.1569 -0.2445
N -0.2063 -0.0585 -0.7693
C -0.3345 -0.3757 0.3598
H 0.0826 0.3203 0.2691
O 0.1263 -0.2736 -0.3018
H -0.2150 -0.4972 0.1099
C 0.5046 1.0065 0.1422
O -0.2787 0.0249 0.2420
H 0.0062 0.2749 0.0246
C 0.4558 -0.2031 -0.2382
H -0.0950 0.0869 0.2721
H -0.3119 -0.1484 0.1342

energy relative to the best compared isomer or geometry (same formula, charge and spin) = 3.209 eV
SMILES string = O=CCNC[O-]
net charge = -1
DFT total energy = -8792.0079 eV
gap between HOMO and LUMO = 6.5 eV
E_HOMO = -2.5586 eV

Record 4
Molecular formula: C5H8N2
Method: DFT, ωB97M-V/def2-TZVPD

CARTESIAN COORDINATES (ANGSTROEM)
1 C 0.193 -0.257 -0.723
2 N 0.473 0.060 1.659
3 H -1.481 -1.178 -1.638
4 H -0.362 1.955 1.707
5 H 2.236 -0.050 -0.261
6 H 1.004 1.565 2.875
7 H 1.781 0.196 -2.021
8 H -1.320 -1.632 1.834
9 C -0.912 -0.249 -1.731
10 C -0.227 -0.576 0.659
11 C 0.360 1.236 2.075
12 H -0.511 -0.160 -2.740
13 N -1.101 -1.472 0.852
14 H -1.597 0.583 -1.535
15 C 1.466 -0.021 -1.012

Force components x, y, z for each atom (eV/Å):
C 0.0779 0.1605 -0.3736
N 0.8733 -0.1944 0.8281
H 0.0086 0.1769 -0.0801
H -0.2916 0.1494 -0.2267
H 0.0905 0.0048 0.1685
H 0.2377 0.1006 0.2018
H -0.0209 -0.0046 -0.1650
H 0.2525 0.1261 0.0285
C -0.0566 -0.2105 -0.0750
C -0.3030 -0.1156 -0.0932
C -0.2856 -0.1027 -0.0751
H -0.0586 0.0391 0.0019
N -0.5664 -0.0773 -0.0686
H 0.0302 -0.1210 -0.0559
C 0.0121 0.0685 -0.0156

energy relative to the best compared isomer or geometry (same formula, charge and spin) = 1.679 eV
SMILES string = [H]/N=C(\N=C)C(=C)C
DFT total energy = -8293.3175 eV
gap between HOMO and LUMO = 10.2 eV
E_HOMO = -9.4201 eV

Record 5
Molecular formula: C4H8NO2
Method: DFT, ωB97M-V/def2-TZVPD

CARTESIAN COORDINATES (ANGSTROEM)
1 H -1.200 -0.095 0.234
2 C -0.442 1.546 1.739
3 C 0.880 0.366 -0.193
4 H 0.291 0.828 2.420
5 O 0.496 -2.883 -1.813
6 H -0.588 -1.313 -2.456
7 H 0.354 2.265 1.737
8 C -0.605 0.808 0.426
9 H 1.723 -1.296 -1.108
10 C -0.258 -1.847 -1.491
11 H -1.351 1.577 2.344
12 H -0.860 1.573 -0.314
13 H -1.096 -1.897 -0.720
14 O 1.782 1.124 0.103
15 N 0.875 -0.756 -0.910

Force components x, y, z for each atom (eV/Å):
H -0.4034 0.5780 1.0160
C 2.2405 -4.5810 2.3810
C -3.0665 0.0757 1.1713
H -1.9576 0.9309 -1.1868
O -1.3995 0.3256 0.9286
H -0.3644 -0.0970 1.2744
H -0.6784 1.4520 -0.5419
C 2.3556 0.0211 -2.6245
H -0.1334 0.7621 -0.0184
C 1.8107 0.2216 -1.5999
H 0.2126 0.9807 -0.2250
H -0.5775 -0.1878 -0.2179
H 0.7764 -0.1496 -0.4953
O 1.6267 0.2504 -0.0074
N -0.4417 -0.5826 0.1460

energy relative to the best compared isomer or geometry (same formula, charge and spin) = 2.769 eV
SMILES string = CCC(=O)NC[O-]
net charge = -1
DFT total energy = -9862.0174 eV
gap between HOMO and LUMO = 7.4 eV
E_HOMO = -3.4752 eV

Record 6
Molecular formula: C10H18AuN4O3S
Method: DFT, ωB97M-V/def2-TZVPD

CARTESIAN COORDINATES (ANGSTROEM)
1 H -3.327 2.449 -0.888
2 Au -0.157 0.378 1.026
3 H -2.059 -1.187 2.866
4 C -2.496 -3.580 -1.264
5 O 0.571 0.348 -2.112
6 H 1.516 -3.770 -3.404
7 H 3.963 -1.884 -0.423
8 N -2.730 -1.731 0.965
9 C -2.265 2.291 -1.059
10 N -2.046 0.837 -1.312
11 C -1.499 -2.348 0.614
12 C 1.778 -2.936 -2.768
13 H 2.485 0.139 -0.640
14 H -3.452 -3.059 -1.345
15 H -2.552 0.539 -2.144
16 H -3.661 -0.575 2.450
17 H -3.443 -2.284 2.893
18 N -1.453 -2.690 -0.764
19 S 0.002 -1.892 1.368
20 C -1.497 2.960 0.113
21 C 2.351 -0.763 -1.216
22 O -0.465 2.402 0.625
23 H 0.157 -1.660 -3.474
24 N 1.304 -0.723 -2.065
25 H -1.979 2.820 -1.966
26 H -1.033 0.604 -1.487
27 C 2.858 -2.997 -1.902
28 C -2.994 -1.433 2.372
29 H -2.232 -3.904 -2.270
30 H -0.535 -3.068 -0.954
31 H -2.385 0.239 -0.530
32 H -3.510 -2.229 0.560
33 C 3.139 -1.888 -1.122
34 C 1.013 -1.792 -2.832
35 O -1.930 4.063 0.384
36 H -2.640 -4.469 -0.637
37 H 3.466 -3.888 -1.838

Force components x, y, z for each atom (eV/Å):
H 0.0070 0.0017 -0.0065
Au 0.1755 -0.0733 0.1374
H 0.0094 0.0422 -0.0049
C -0.0017 -0.0557 0.0045
O -0.1981 0.0607 -0.2737
H 0.0054 -0.0023 0.0024
H -0.0016 -0.0030 0.0005
N 0.2059 0.3689 -0.1014
C -0.0658 0.0465 0.0605
N 0.0164 -0.4136 0.2550
C -0.3462 -0.2706 -0.0371
C -0.0089 0.0070 0.0017
H 0.0024 -0.0063 0.0077
H 0.0179 0.0107 -0.0014
H -0.0193 0.0289 -0.0289
H -0.0256 -0.0269 -0.0138
H 0.0255 -0.0159 0.0317
N 0.0203 0.0622 0.0232
S -0.1158 0.2664 -0.0616
C 0.1422 0.1052 0.0587
C -0.0193 0.0116 0.0123
O -0.1805 -0.1587 -0.0877
H -0.0088 -0.0035 0.0057
N -0.0529 0.0565 0.2222
H 0.0183 0.0116 0.0227
H 0.0278 -0.0655 0.0970
C 0.0146 -0.0028 -0.0037
C -0.0027 -0.1195 -0.0073
H 0.0102 0.0020 -0.0057
H 0.0154 0.0212 -0.0140
H 0.3511 0.1378 -0.1839
H 0.0197 -0.0176 -0.0227
C 0.0057 -0.0019 -0.0049
C -0.0110 0.0119 -0.0349
O -0.0316 -0.0224 -0.0667
H 0.0033 0.0095 0.0124
H -0.0043 -0.0027 0.0052

energy relative to the best compared isomer or geometry (same formula, charge and spin) = 0.000 eV
spin multiplicity = 2
DFT total energy = -37289.8468 eV
gap between HOMO and LUMO (alpha / beta) = 5.7 / 7.9 eV
E_HOMO (alpha / beta) = -5.6241 / -7.9478 eV

Record 7
Molecular formula: C3H4S2
Method: DFT, ωB97M-V/def2-TZVPD

CARTESIAN COORDINATES (ANGSTROEM)
1 S 2.619 -1.238 -0.119
2 S 2.588 1.264 0.063
3 H 1.328 0.009 1.457
4 H -0.267 -0.610 -1.199
5 C 3.796 0.037 -0.088
6 C 1.201 -0.038 0.299
7 C -0.206 0.018 -0.363
8 H -0.965 -0.496 0.439
9 H -0.533 1.023 -0.679

Force components x, y, z for each atom (eV/Å):
S -0.2798 -0.1010 0.0851
S -0.0985 0.1577 -0.2756
H -1.2962 -0.4596 -1.9301
H 0.2152 -0.8666 -1.3270
C -2.1073 -0.0653 -0.0485
C 2.3788 0.8590 1.3240
C -0.6239 -0.7929 3.5561
H 1.5936 1.6276 -1.9504
H 0.2182 -0.3588 0.5663

energy relative to the best compared isomer or geometry (same formula, charge and spin) = 2.823 eV
DFT total energy = -24842.8183 eV
gap between HOMO and LUMO = 9.5 eV
E_HOMO = -9.3773 eV

Q: Which of these has the highest energy relative to the best compared isomer or geometry (same formula, charge and spin)?
A: H12KO6

Q: What is the formula in the fifth record?
A: C4H8NO2

Copy entry 2 word for word.
Molecular formula: H12KO6
Method: DFT, ωB97M-V/def2-TZVPD

CARTESIAN COORDINATES (ANGSTROEM)
1 H -8.687 6.724 -14.571
2 H -9.283 11.255 -15.489
3 H -7.647 9.072 -13.735
4 H -9.849 10.152 -12.605
5 H -12.038 11.142 -14.146
6 O -9.536 9.251 -12.525
7 O -11.478 10.367 -14.182
8 H -11.745 7.303 -15.208
9 O -9.177 10.315 -15.637
10 O -9.628 6.897 -14.572
11 O -11.278 7.946 -15.741
12 H -12.077 9.632 -14.055
13 H -7.746 8.614 -15.175
14 H -11.756 7.964 -16.570
15 K -10.032 8.892 -14.516
16 H -10.123 8.849 -11.885
17 O -7.990 8.366 -14.283
18 H -10.002 6.198 -14.036
19 H -8.352 10.239 -16.115

Force components x, y, z for each atom (eV/Å):
H 0.2208 -0.3296 0.2837
H -0.0643 0.5316 -0.2036
H 0.4040 0.0803 0.3983
H -0.1887 0.4685 0.3503
H -0.4030 0.3883 0.0747
O 0.9463 0.6793 4.4658
O -2.4740 3.0551 0.7388
H -0.1911 -0.5828 -0.1761
O 2.5152 3.9098 -3.0963
O 0.5063 -6.3618 0.4347
O -4.7751 -1.9077 -4.1883
H -0.5868 -0.0378 -0.0539
H 0.6270 -0.1711 -0.1963
H -0.4012 -0.1093 -0.4514
K -1.3575 0.7443 1.4024
H 0.0584 -0.0462 0.6571
O 4.9051 -0.0416 0.1232
H -0.0342 -0.7096 -0.0090
H 0.2928 0.4402 -0.5541

energy relative to the best compared isomer or geometry (same formula, charge and spin) = 8.372 eV
net charge = +1
DFT total energy = -28793.1225 eV
gap between HOMO and LUMO = 11.2 eV
E_HOMO = -14.6603 eV